4 unconnected molecules or ions with the total composition C56H32O8 in a non-equilibrium geometry, computed with ωB97M-V/def2-TZVPD.

Each line ends with the Löwdin charge.
CARTESIAN COORDINATES (ANGSTROEM)
O (29.730, 19.611, 10.520)  0.088
C (28.753, 19.282, 9.838)  -0.293
C (28.820, 19.090, 8.358)  -0.042
C (30.144, 19.012, 7.727)  0.028
C (30.176, 18.818, 6.360)  -0.065
C (28.985, 18.907, 5.587)  -0.036
C (27.768, 19.085, 6.247)  -0.029
C (27.651, 19.046, 7.579)  -0.112
C (26.313, 19.034, 8.240)  -0.280
O (25.248, 19.018, 7.710)  0.129
C (26.317, 18.640, 9.720)  -0.075
C (25.149, 18.215, 10.363)  0.012
C (25.080, 18.115, 11.816)  -0.054
C (26.204, 18.353, 12.573)  -0.060
C (27.405, 18.711, 11.876)  0.026
C (27.506, 18.866, 10.462)  -0.092
H (31.025, 18.898, 8.340)  0.113
H (30.999, 18.545, 5.716)  0.102
H (29.125, 18.636, 4.551)  0.104
H (26.906, 19.087, 5.597)  0.124
H (24.215, 18.267, 9.824)  0.104
H (24.117, 17.988, 12.289)  0.098
H (26.171, 18.348, 13.652)  0.103
H (28.260, 19.021, 12.459)  0.109
O (12.117, 11.538, 7.532)  0.119
C (12.208, 11.904, 8.656)  -0.326
C (11.747, 13.267, 9.097)  -0.079
C (11.252, 14.115, 8.085)  -0.010
C (10.842, 15.390, 8.374)  -0.049
C (10.954, 15.770, 9.718)  -0.084
C (11.454, 14.985, 10.697)  -0.042
C (11.895, 13.673, 10.430)  -0.068
C (12.680, 12.819, 11.509)  -0.243
O (13.033, 13.267, 12.579)  0.101
C (13.251, 11.498, 10.883)  0.003
C (14.109, 10.640, 11.702)  -0.013
C (14.159, 9.314, 11.367)  -0.069
C (13.682, 8.870, 10.093)  -0.046
C (13.058, 9.670, 9.128)  -0.013
C (12.965, 10.969, 9.503)  -0.097
H (11.292, 13.896, 7.028)  0.121
H (10.342, 16.034, 7.665)  0.110
H (10.709, 16.784, 9.999)  0.107
H (11.494, 15.338, 11.717)  0.120
H (14.585, 10.959, 12.618)  0.112
H (14.684, 8.562, 11.938)  0.103
H (13.605, 7.807, 9.921)  0.099
H (12.641, 9.307, 8.200)  0.127
O (19.398, 18.917, 8.273)  0.078
C (19.022, 19.918, 8.904)  -0.242
C (19.925, 20.868, 9.639)  -0.080
C (21.251, 20.804, 9.201)  0.042
C (22.185, 21.525, 9.996)  -0.067
C (21.823, 22.103, 11.137)  -0.070
C (20.494, 22.487, 11.204)  -0.024
C (19.523, 21.824, 10.592)  -0.117
C (18.138, 22.316, 10.520)  -0.236
O (17.748, 23.176, 11.350)  0.073
C (17.265, 21.812, 9.405)  -0.082
C (16.072, 22.430, 9.009)  0.013
C (15.309, 21.907, 7.963)  -0.060
C (15.676, 20.757, 7.340)  -0.109
C (16.765, 20.131, 7.752)  -0.036
C (17.621, 20.592, 8.772)  -0.038
H (21.608, 20.171, 8.403)  0.123
H (23.244, 21.524, 9.785)  0.108
H (22.538, 22.600, 11.776)  0.116
H (20.324, 23.090, 12.083)  0.131
H (16.069, 23.420, 9.441)  0.117
H (14.394, 22.244, 7.500)  0.108
H (14.994, 20.409, 6.578)  0.117
H (17.020, 19.231, 7.212)  0.122
O (18.345, 12.301, 9.791)  0.129
C (18.712, 13.415, 9.884)  -0.280
C (17.667, 14.498, 9.874)  -0.067
C (16.298, 14.115, 9.676)  0.017
C (15.386, 15.111, 9.834)  -0.086
C (15.701, 16.346, 10.347)  -0.032
C (17.049, 16.791, 10.217)  0.017
C (18.052, 15.838, 10.072)  -0.073
C (19.530, 16.155, 10.282)  -0.246
O (19.791, 17.356, 10.520)  0.057
C (20.570, 15.162, 10.181)  -0.070
C (21.959, 15.527, 10.476)  0.007
C (22.946, 14.612, 10.479)  -0.082
C (22.624, 13.372, 9.951)  -0.059
C (21.306, 12.931, 9.808)  -0.007
C (20.228, 13.815, 9.964)  -0.045
H (16.053, 13.069, 9.566)  0.114
H (14.330, 14.893, 9.892)  0.091
H (14.889, 17.008, 10.607)  0.106
H (17.360, 17.809, 10.397)  0.106
H (22.135, 16.501, 10.908)  0.105
H (23.972, 14.941, 10.559)  0.108
H (23.404, 12.625, 9.926)  0.104
H (20.965, 11.926, 9.607)  0.114

Values from the calculation:
E_LUMO = -1.14 eV
SMILES string = O=C1c2ccccc2C(=O)c2ccccc21.O=C1c2ccccc2C(=O)c2ccccc21.O=C1c2ccccc2C(=O)c2ccccc21.O=C1c2ccccc2C(=O)c2ccccc21
ΔE to the lowest compared entry with this formula, charge and spin = 443.5 kJ/mol
net charge = 0
Kohn-Sham gap = 0.3015 Ha
E_tot = -74967.1125 eV

---

A molecular structure, C36H51F3N5OsP2S4 in a non-equilibrium geometry, computed with ωB97M-V/def2-TZVPD.

Each line ends with the Mulliken spin population.
CARTESIAN COORDINATES (ANGSTROEM)
Os (12.528, 14.719, 11.797)  2.449
S (10.295, 15.758, 12.893)  0.311
C (9.103, 14.891, 11.983)  0.010
C (7.817, 14.627, 12.479)  -0.048
C (6.918, 13.904, 11.728)  0.018
C (7.274, 13.402, 10.471)  -0.002
C (8.517, 13.684, 9.940)  0.002
C (9.437, 14.417, 10.687)  0.068
S (11.024, 14.749, 10.005)  0.142
H (7.526, 15.009, 13.460)  -0.004
H (5.929, 13.687, 12.124)  0.001
H (6.539, 12.817, 9.909)  0.000
H (8.822, 13.342, 8.940)  0.001
F (15.540, 14.592, 11.964)  -0.006
C (14.455, 14.345, 12.781)  0.102
F (14.624, 13.078, 13.276)  0.007
F (14.611, 15.253, 13.854)  0.004
C (9.827, 16.428, 16.918)  -0.028
C (10.290, 15.290, 17.861)  0.002
C (9.456, 13.981, 17.734)  0.000
C (11.809, 15.010, 17.729)  -0.001
N (12.141, 14.368, 16.430)  -0.005
C (12.145, 14.869, 15.182)  0.012
N (12.174, 13.878, 14.309)  0.068
N (12.100, 12.745, 15.047)  0.001
N (12.090, 13.011, 16.275)  0.011
H (8.803, 16.730, 17.191)  -0.001
H (9.788, 16.109, 15.852)  0.025
H (10.487, 17.324, 16.996)  0.000
H (10.099, 15.699, 18.880)  0.001
H (9.457, 13.577, 16.698)  0.000
H (8.413, 14.183, 18.043)  0.000
H (9.849, 13.186, 18.404)  0.000
H (12.167, 14.333, 18.519)  0.000
H (12.379, 15.958, 17.799)  0.000
H (12.153, 15.914, 14.901)  -0.004
C (12.320, 20.420, 10.187)  0.002
C (12.058, 19.097, 10.972)  0.044
C (11.460, 19.481, 12.354)  0.013
C (10.945, 18.326, 10.208)  0.051
P (13.559, 17.965, 11.233)  -0.024
N (13.097, 16.339, 11.631)  0.561
C (14.631, 18.737, 12.577)  0.030
C (13.994, 18.443, 13.971)  0.109
C (14.848, 20.291, 12.498)  0.001
C (16.046, 18.094, 12.554)  0.020
C (14.523, 17.832, 9.608)  0.021
C (15.534, 16.648, 9.652)  0.030
C (15.377, 19.074, 9.184)  0.004
C (13.518, 17.527, 8.460)  0.020
H (11.381, 21.008, 10.230)  0.000
H (12.558, 20.249, 9.119)  0.001
H (13.131, 21.039, 10.637)  0.000
H (10.500, 20.022, 12.187)  0.000
H (12.129, 20.179, 12.914)  0.003
H (11.242, 18.588, 12.974)  -0.007
H (9.974, 18.832, 10.391)  0.000
H (10.832, 17.281, 10.550)  -0.022
H (11.117, 18.325, 9.106)  0.005
H (13.151, 19.122, 14.206)  0.005
H (14.769, 18.582, 14.753)  0.001
H (13.602, 17.417, 14.016)  -0.062
H (13.902, 20.849, 12.639)  0.001
H (15.282, 20.603, 11.520)  0.000
H (15.558, 20.584, 13.301)  0.000
H (16.020, 16.998, 12.556)  -0.005
H (16.582, 18.467, 13.458)  0.000
H (16.633, 18.460, 11.687)  0.001
H (16.363, 16.830, 10.348)  0.002
H (15.960, 16.543, 8.620)  0.001
H (15.036, 15.691, 9.889)  -0.032
H (16.187, 19.301, 9.915)  0.001
H (14.757, 19.991, 9.026)  0.000
H (15.869, 18.827, 8.222)  -0.001
H (12.805, 16.713, 8.710)  -0.015
H (14.106, 17.175, 7.592)  0.002
H (12.949, 18.423, 8.119)  -0.001
S (12.089, 12.283, 11.681)  0.014
P (13.539, 11.702, 10.379)  0.057
S (14.163, 13.169, 9.182)  0.046
C (12.958, 10.288, 9.431)  -0.010
C (12.970, 10.300, 8.060)  0.005
C (12.725, 9.114, 7.379)  0.000
C (12.468, 7.937, 8.060)  0.001
C (12.447, 7.958, 9.448)  0.000
C (12.678, 9.127, 10.143)  0.005
C (14.950, 10.901, 11.197)  -0.009
C (16.003, 10.533, 10.355)  -0.002
C (17.017, 9.719, 10.823)  0.001
C (16.988, 9.274, 12.134)  0.000
C (15.934, 9.643, 12.958)  0.001
C (14.902, 10.457, 12.507)  0.001
H (13.171, 11.240, 7.511)  -0.001
H (12.728, 9.121, 6.279)  0.000
H (12.249, 7.015, 7.511)  0.000
H (12.251, 7.043, 9.999)  0.000
H (12.646, 9.162, 11.238)  0.000
H (15.986, 10.869, 9.310)  -0.002
H (17.804, 9.410, 10.130)  0.000
H (17.779, 8.616, 12.515)  0.000
H (15.881, 9.296, 14.001)  0.000
H (14.071, 10.748, 13.158)  -0.002

Values from the calculation:
E_LUMO (alpha / beta) = 2.21 / 2.20 eV
ΔE to the lowest compared entry with this formula, charge and spin = 0.0 kJ/mol
net charge = -1
2S+1 = 5
Kohn-Sham gap (alpha / beta) = 0.2119 / 0.2191 Ha
E_tot = -118149.5385 eV

---

2 unconnected molecules or ions with the total composition C2H9NOS2 in a non-equilibrium geometry, computed with ωB97M-V/def2-TZVPD.

Each line ends with the Löwdin charge.
CARTESIAN COORDINATES (ANGSTROEM)
C (-1.896, 0.046, 0.747)  -0.531
S (-2.370, 1.790, 0.662)  0.368
S (-0.537, 2.667, 0.924)  0.217
H (-1.540, -0.426, -0.258)  0.067
H (-1.129, -0.267, 1.474)  0.024
H (-2.598, -0.605, 1.192)  0.009
H (-0.018, 3.067, -0.463)  -0.080
N (1.776, 0.043, -0.509)  0.046
C (1.162, -1.167, -0.119)  -0.332
O (0.522, -1.881, -1.215)  -0.064
H (2.507, 0.129, -1.116)  0.034
H (1.262, 0.958, -0.354)  0.045
H (0.495, -1.094, 0.714)  0.068
H (1.876, -1.945, 0.234)  0.119
H (0.487, -1.314, -1.915)  0.009

Values from the calculation:
E_LUMO = 0.26 eV
SMILES string = CSS.NCO
ΔE to the lowest compared entry with this formula, charge and spin = 155.9 kJ/mol
net charge = 0
Kohn-Sham gap = 0.3518 Ha
E_tot = -27426.4783 eV

---

2 unconnected molecules or ions with the total composition C4H8O3 in a non-equilibrium geometry, computed with ωB97M-V/def2-TZVPD.

Each line ends with the Löwdin charge.
CARTESIAN COORDINATES (ANGSTROEM)
O (-2.476, 0.434, -0.965)  0.054
C (-1.637, 1.011, -0.327)  -0.261
C (-1.013, 0.490, 0.972)  -0.175
C (-0.388, -0.854, 0.967)  -0.151
C (1.134, -0.649, 1.015)  -0.281
O (1.794, -0.832, 1.986)  0.074
H (-1.149, 1.909, -0.766)  0.122
H (-1.893, 0.566, 1.638)  0.132
H (-0.451, 1.355, 1.330)  0.117
H (-0.430, -1.327, 1.958)  0.118
H (-0.672, -1.593, 0.222)  0.125
H (1.530, -0.145, 0.110)  0.122
O (2.033, 0.250, -2.811)  -0.069
H (2.400, 0.538, -3.653)  0.034
H (1.608, -0.594, -3.022)  0.036

Values from the calculation:
E_LUMO = 0.55 eV
SMILES string = O=CCCC=O.O
ΔE to the lowest compared entry with this formula, charge and spin = 222.3 kJ/mol
net charge = 0
Kohn-Sham gap = 0.3836 Ha
E_tot = -10418.6992 eV

---

4 unconnected molecules or ions with the total composition H8O3S2, computed with ωB97M-V/def2-TZVPD.

Each line ends with the Löwdin charge.
CARTESIAN COORDINATES (ANGSTROEM)
S (-2.438, -1.049, 0.255)  0.223
S (-1.210, -2.335, 1.404)  0.241
H (-3.466, -1.904, 0.222)  -0.219
H (-0.453, -1.283, 1.698)  -0.232
O (4.597, 5.241, -0.611)  -0.057
H (5.205, 5.140, 0.128)  0.034
H (3.880, 4.624, -0.441)  0.023
O (0.947, -1.279, -1.934)  -0.079
H (0.146, -1.065, -2.446)  0.041
H (1.081, -0.500, -1.382)  -0.006
O (0.702, 1.676, -0.521)  -0.059
H (1.327, 1.640, 0.220)  0.045
H (0.663, 2.635, -0.657)  0.045

Values from the calculation:
E_LUMO = -0.04 eV
SMILES string = SS.O.O.O
ΔE to the lowest compared entry with this formula, charge and spin = 75.3 kJ/mol
net charge = 0
Kohn-Sham gap = 0.3119 Ha
E_tot = -27942.2111 eV

---

What is the formula in the fifth record? H8O3S2

---

Among the records above, which one has the lowest net charge? C36H51F3N5OsP2S4

---

The highest E_tot belongs to which entry? C4H8O3